Density functional theory data (ωB97M-V/def2-TZVPD) for a structure of composition C26H51Cl3LuN2O6PSi in a non-equilibrium geometry.

Positions of all 91 atoms, in Å:
C 1.1802 4.7279 -2.4600
C 2.5684 4.1659 -2.3507
H 1.0030 5.4571 -1.6523
H 0.4299 3.9186 -2.4284
H 1.0513 5.2788 -3.4096
C 3.6398 4.9991 -2.3404
C 3.5337 6.4587 -2.0403
H 4.6702 4.6739 -2.5710
H 2.8475 6.6362 -1.1904
H 3.1767 7.0249 -2.9176
H 4.5201 6.8574 -1.7559
Lu -0.1094 0.9092 -1.6011
Cl -2.4608 0.9184 -2.4646
Cl 1.2352 0.2020 -3.5516
C 0.1244 -2.2918 -1.5838
O -0.1224 -1.1974 -0.9683
N 0.7802 -3.3134 -1.0197
C 1.1058 -3.2571 0.4062
C 1.5625 -4.2488 -1.8432
H -0.1700 -2.4481 -2.6329
H 0.1947 -3.1221 0.9969
H 1.8169 -2.4450 0.5979
H 1.5568 -4.2229 0.6441
H 0.9762 -4.6821 -2.6640
H 1.8995 -5.0605 -1.1893
H 2.4526 -3.7593 -2.2767
H -4.3007 2.3959 2.2635
H -0.6564 3.6416 1.7858
C -3.4418 2.1005 2.8754
C -1.1090 3.0588 2.5967
N -2.2057 2.2099 2.1120
H -3.6250 1.0641 3.1884
C -2.0859 1.5357 0.9775
O -1.0711 1.6385 0.2260
H -0.3169 2.4651 3.0713
H -2.9254 0.8785 0.7001
H -3.3843 2.7460 3.7507
H -1.5323 3.7335 3.3389
O 1.8204 2.0680 -1.2179
C 2.6618 2.6489 -2.2915
C 5.1177 2.7044 -1.4363
C 4.1593 2.2468 -2.3493
H 4.7974 3.3768 -0.6399
C 6.4701 2.3120 -1.5043
H 2.2058 2.2489 -3.2138
C 4.5918 1.4239 -3.3968
H 7.1902 2.6794 -0.7648
C 6.8874 1.5303 -2.5869
C 5.9377 1.0536 -3.5179
H 3.8348 1.0597 -4.0977
H 7.9458 1.2340 -2.6614
H 6.2715 0.4597 -4.3784
Si 2.9906 1.7087 0.4916
Cl 3.0349 3.7457 1.1042
C 4.7842 1.5265 1.2961
C 3.5777 0.1042 -0.4271
C 1.5505 0.8756 1.3751
H 5.4128 0.7604 0.8416
H 4.5239 1.1533 2.2803
H 5.3952 2.4121 1.4307
H 0.7629 1.6109 1.6095
H 1.8429 0.3881 2.3266
H 1.0831 0.1105 0.7314
H 4.5222 0.2604 -0.9723
H 2.7962 -0.1940 -1.1367
H 3.7157 -0.6623 0.3637
C -6.9465 -1.7906 3.3388
C -5.5938 -2.3045 3.7936
O -4.8266 -2.9889 2.7529
P -4.3365 -2.2426 1.3524
O -5.6595 -2.3784 0.4207
C -6.2562 -3.5234 -0.2188
C -7.0020 -4.4079 0.7336
O -3.3090 -3.3811 0.7655
C -3.3869 -4.8185 0.9683
C -1.9755 -5.3308 1.0947
H -7.4602 -1.3850 4.2221
H -7.5611 -2.6114 2.9412
H -6.8503 -0.9849 2.5930
H -4.9887 -1.4783 4.1986
H -5.7436 -3.0432 4.5932
H -6.9511 -3.1059 -0.9576
H -5.4957 -4.0827 -0.7680
H -7.7984 -3.8568 1.2369
H -7.4608 -5.2344 0.1865
H -6.3547 -4.8489 1.4960
H -3.9673 -5.0454 1.8710
H -3.8997 -5.2591 0.1016
H -1.4996 -4.8981 1.9822
H -1.9936 -6.4167 1.2081
H -1.3758 -5.0761 0.2165

Computed properties:
E (Eh): -4829.44506
E_LUMO (Eh): 0.010
Total charge: 0
Relative energy (zero: lowest compared OMol25 entry of this formula, charge and spin) (kcal per mole): 62.30
E_HOMO (eV): -7.24

The net atomic charges from Mulliken, expressed in e, are: -1.534 0.144 0.298 0.029 0.400 0.278 -1.515 0.494 0.298 0.318 0.388 0.895 -0.633 -0.579 -0.135 -0.317 0.407 -0.717 -0.896 0.405 0.157 0.081 0.424 0.345 0.294 0.316 0.324 0.324 -0.820 -0.971 0.188 0.324 -0.032 -0.696 0.372 0.373 0.292 0.393 0.503 -0.547 0.198 0.438 0.975 -1.379 0.473 -0.359 0.386 -0.526 -0.818 0.289 0.342 0.381 1.529 -0.440 -1.609 -1.270 -0.046 0.375 0.456 0.330 -0.775 0.600 -0.128 0.352 0.032 0.516 -0.892 -0.287 -0.404 0.362 -0.320 -0.140 -0.942 -0.206 0.024 -1.298 0.419 0.114 0.265 0.240 0.300 0.359 0.157 0.198 0.406 0.221 0.292 0.225 0.313 0.446 0.158